{
  "formula": "C7H10",
  "method": "ωB97M-V with the def2-TZVPD basis set",
  "elements": ["C", "C", "C", "C", "C", "C", "C", "H", "H", "H", "H", "H", "H", "H", "H", "H", "H"],
  "positions_angstrom": [[1.892, 0.701, 0.064], [1.825, -0.367, -0.730], [0.439, -0.946, -0.799], [-0.389, 0.005, 0.074], [0.554, 1.071, 0.656], [-1.509, -0.592, 0.869], [-1.811, 0.281, -0.318], [2.799, 1.260, 0.276], [2.664, -0.793, -1.273], [0.059, -1.003, -1.829], [0.406, -1.969, -0.397], [0.264, 2.093, 0.375], [0.577, 1.041, 1.754], [-1.640, -1.668, 0.777], [-1.721, -0.191, 1.857], [-2.236, 1.263, -0.123], [-2.173, -0.186, -1.233]],
  "forces_ev_per_a": [[-0.01, -0.14, -0.13], [0.06, 0.15, 0.11], [-0.05, -0.04, -0.07], [0.10, -0.04, 0.00], [-0.06, 0.02, 0.00], [-0.04, -0.15, 0.21], [-0.12, 0.12, -0.17], [-0.13, -0.06, -0.06], [-0.08, 0.06, 0.12], [0.09, 0.05, 0.14], [0.09, 0.11, -0.10], [0.00, -0.18, 0.02], [-0.01, -0.01, -0.15], [-0.10, 0.20, 0.02], [0.05, -0.04, -0.15], [0.15, -0.13, 0.00], [0.05, 0.06, 0.20]],
  "mulliken_charge": [-0.38, -0.40, -0.67, 0.88, -0.62, -0.94, -0.90, 0.39, 0.39, 0.30, 0.28, 0.29, 0.30, 0.26, 0.28, 0.27, 0.26],
  "fmax_ev_per_a": 0.26,
  "e_lumo_ev": 1.2,
  "e_tot_ha": -272.6744,
  "charge": 0,
  "spin_multiplicity": 1,
  "relative_energy_kcal_mol": 27.3
}


{
  "formula": "C7H10",
  "method": "ωB97M-V with the def2-TZVPD basis set",
  "elements": ["C", "C", "C", "C", "C", "C", "C", "H", "H", "H", "H", "H", "H", "H", "H", "H", "H"],
  "positions_angstrom": [[-0.446, -1.649, -1.119], [-1.432, -0.748, -1.117], [-1.361, 0.701, -0.854], [-0.316, 1.477, -0.529], [1.084, 1.106, -0.236], [1.504, 0.377, 0.802], [0.632, -0.282, 1.827], [0.581, -1.393, -0.879], [-0.649, -2.682, -1.385], [-2.431, -1.097, -1.379], [-2.311, 1.217, -0.992], [-0.508, 2.551, -0.481], [1.835, 1.559, -0.885], [2.579, 0.246, 0.928], [0.796, -1.367, 1.835], [0.869, 0.088, 2.832], [-0.427, -0.101, 1.629]],
  "forces_ev_per_a": [[-0.08, 0.09, 0.01], [0.10, -0.12, -0.01], [0.11, 0.12, 0.01], [-0.14, -0.09, 0.01], [0.07, -0.09, 0.15], [-0.03, 0.09, -0.14], [-0.06, 0.01, -0.01], [-0.16, -0.02, -0.04], [-0.01, 0.15, 0.05], [0.14, 0.04, 0.05], [0.15, -0.06, -0.01], [0.01, -0.15, -0.02], [-0.10, -0.04, 0.11], [-0.15, 0.03, -0.04], [-0.01, 0.14, -0.01], [0.00, -0.07, -0.14], [0.15, -0.02, 0.04]],
  "mulliken_charge": [-0.85, 0.02, -0.33, -0.18, -0.45, -0.17, -1.07, 0.34, 0.23, 0.27, 0.28, 0.31, 0.33, 0.36, 0.27, 0.36, 0.29],
  "fmax_ev_per_a": 0.19,
  "e_lumo_ev": 0.8,
  "e_tot_ha": -272.6544,
  "charge": 0,
  "spin_multiplicity": 1,
  "relative_energy_kcal_mol": 39.9
}


{
  "formula": "C7H10",
  "method": "ωB97M-V with the def2-TZVPD basis set",
  "elements": ["C", "C", "C", "C", "C", "C", "C", "H", "H", "H", "H", "H", "H", "H", "H", "H", "H"],
  "positions_angstrom": [[1.657, -0.072, 0.733], [1.162, 1.108, 0.363], [-0.037, 0.961, -0.534], [-1.393, 0.919, 0.233], [-1.475, -0.609, -0.006], [-0.136, -0.577, -0.779], [1.063, -1.216, -0.057], [2.451, -0.213, 1.463], [1.556, 2.070, 0.676], [-0.028, 1.618, -1.411], [-2.204, 1.491, -0.228], [-1.316, 1.211, 1.285], [-1.445, -1.222, 0.902], [-2.336, -0.926, -0.603], [-0.211, -0.891, -1.824], [0.773, -2.090, 0.541], [1.825, -1.559, -0.770]],
  "forces_ev_per_a": [[0.05, 0.12, -0.10], [-0.01, -0.14, 0.10], [0.09, 0.06, -0.08], [-0.11, 0.14, 0.06], [-0.07, -0.12, 0.05], [0.06, -0.10, -0.09], [0.03, -0.03, -0.07], [-0.02, 0.05, -0.22], [-0.20, -0.09, 0.17], [0.04, -0.11, 0.13], [0.13, -0.07, 0.03], [-0.01, -0.01, -0.18], [-0.02, 0.11, -0.12], [0.14, 0.06, 0.10], [0.00, 0.04, 0.17], [0.03, 0.18, -0.01], [-0.13, -0.08, 0.07]],
  "mulliken_charge": [-0.48, -0.66, 0.08, -0.66, -0.82, 0.03, -0.88, 0.40, 0.41, 0.43, 0.28, 0.29, 0.27, 0.27, 0.43, 0.33, 0.28],
  "fmax_ev_per_a": 0.28,
  "e_lumo_ev": 1.2,
  "e_tot_ha": -272.6780,
  "charge": 0,
  "spin_multiplicity": 1,
  "relative_energy_kcal_mol": 25.1
}


{
  "formula": "C7H10",
  "method": "ωB97M-V with the def2-TZVPD basis set",
  "elements": ["C", "C", "C", "C", "C", "C", "C", "H", "H", "H", "H", "H", "H", "H", "H", "H", "H"],
  "positions_angstrom": [[3.306, -0.767, -1.384], [1.944, -0.702, -1.534], [1.174, -0.094, -0.483], [-0.158, -0.053, -0.410], [-1.079, 0.977, 0.298], [-1.789, 0.311, 1.491], [-3.071, 0.361, 1.696], [3.886, -0.309, -0.586], [3.950, -1.515, -2.002], [1.389, -1.160, -2.465], [1.683, 0.322, 0.431], [-0.643, -0.978, -0.988], [-1.761, 1.301, -0.435], [-0.560, 1.845, 0.617], [-1.094, -0.102, 2.131], [-3.401, -0.034, 2.701], [-3.777, 0.596, 0.921]],
  "forces_ev_per_a": [[-0.19, -2.19, -1.64], [1.62, -1.50, -0.63], [-0.41, 1.30, 1.69], [-1.47, -1.60, -1.45], [0.56, -3.50, 0.62], [0.89, 2.14, -2.77], [-1.24, -1.46, 2.07], [-0.57, 0.07, 0.09], [-1.31, 1.81, 0.63], [1.21, 0.80, 2.10], [0.12, 0.33, -1.46], [0.35, 2.61, 0.70], [-1.10, 0.36, -0.91], [0.89, 0.67, 0.45], [1.10, -0.78, 1.84], [-0.20, 0.38, -1.43], [-0.27, 0.56, 0.09]],
  "mulliken_charge": [-0.73, -0.08, 0.05, -0.33, -0.70, -0.16, -0.68, 0.26, 0.21, 0.24, 0.20, 0.18, 0.33, 0.35, 0.37, 0.22, 0.28],
  "fmax_ev_per_a": 3.61,
  "e_lumo_ev": 0.8,
  "e_tot_ha": -272.5987,
  "charge": 0,
  "spin_multiplicity": 1,
  "relative_energy_kcal_mol": 74.9
}


{
  "formula": "C7H10",
  "method": "ωB97M-V with the def2-TZVPD basis set",
  "elements": ["C", "C", "C", "C", "C", "C", "C", "H", "H", "H", "H", "H", "H", "H", "H", "H", "H"],
  "positions_angstrom": [[1.634, 0.473, -1.047], [0.625, -0.049, -0.078], [1.110, -0.626, 1.216], [-0.814, 0.921, -0.065], [-2.253, 0.503, 0.592], [-1.993, -0.749, 0.163], [-0.743, -0.448, -0.676], [2.409, -0.278, -1.195], [2.108, 1.379, -0.672], [1.182, 0.696, -2.012], [1.725, 0.094, 1.756], [1.706, -1.520, 1.024], [0.266, -0.899, 1.844], [-0.702, 1.854, -0.598], [-2.946, 1.005, 1.224], [-2.524, -1.683, 0.257], [-0.790, -0.673, -1.734]],
  "forces_ev_per_a": [[-0.12, 0.08, -0.06], [-4.04, 0.54, 1.45], [0.00, -0.01, -0.13], [-0.08, 0.41, -0.19], [4.39, -0.97, -1.09], [-0.15, -0.13, -0.11], [0.21, 0.06, -0.09], [0.06, -0.06, -0.07], [0.08, 0.03, 0.05], [-0.01, 0.04, -0.04], [0.10, 0.01, 0.04], [0.07, -0.08, 0.08], [-0.04, -0.05, 0.06], [0.07, 0.01, -0.29], [-0.37, 0.14, 0.34], [-0.11, -0.18, 0.19], [-0.04, 0.16, -0.13]],
  "mulliken_charge": [-1.43, 1.00, -1.42, -0.47, -0.68, -0.62, -0.03, 0.40, 0.33, 0.37, 0.31, 0.35, 0.35, 0.37, 0.44, 0.38, 0.36],
  "fmax_ev_per_a": 4.63,
  "e_lumo_ev": 1.1,
  "e_tot_ha": -272.5776,
  "charge": 0,
  "spin_multiplicity": 1,
  "relative_energy_kcal_mol": 88.1
}


{
  "formula": "C7H10",
  "method": "ωB97M-V with the def2-TZVPD basis set",
  "elements": ["C", "C", "C", "C", "C", "C", "C", "H", "H", "H", "H", "H", "H", "H", "H", "H", "H"],
  "positions_angstrom": [[-1.106, 1.412, -1.467], [-0.442, 0.596, -0.604], [0.490, 0.159, 1.972], [1.157, -0.738, 1.186], [0.412, -1.278, 0.062], [-1.018, -0.670, -0.024], [0.924, -0.040, -0.781], [-2.180, 1.541, -1.354], [-0.597, 2.222, -1.979], [0.290, 0.385, -2.409], [-0.502, 0.172, 2.439], [1.161, 0.780, 2.487], [2.213, -1.035, 1.415], [0.601, -2.324, -0.185], [-1.648, -0.414, 0.821], [-1.652, -1.207, -0.721], [1.897, 0.440, -0.858]],
  "forces_ev_per_a": [[-0.03, 1.08, 2.71], [-1.28, 0.30, -2.30], [1.41, -0.79, 0.88], [-1.20, 0.11, 2.32], [0.10, 0.03, -0.66], [-0.31, 0.01, 0.18], [-1.16, 1.02, -4.35], [0.02, -0.17, -0.10], [0.11, -0.24, -0.31], [2.31, -2.18, 2.25], [0.03, 0.04, -1.43], [0.76, 0.78, 1.32], [-0.86, 0.90, -0.92], [-0.06, 0.27, -0.39], [0.24, -0.81, 0.59], [0.11, 0.01, -0.35], [-0.19, -0.35, 0.55]],
  "mulliken_charge": [-1.05, 0.47, -0.89, -0.37, 0.20, -0.92, -0.70, 0.26, 0.38, 0.20, 0.27, 0.31, 0.41, 0.45, 0.32, 0.24, 0.42],
  "fmax_ev_per_a": 4.61,
  "e_lumo_ev": [0.2, 0.1],
  "e_tot_ha": -272.4243,
  "charge": 0,
  "spin_multiplicity": 1,
  "relative_energy_kcal_mol": 184.3
}